Formula: C57H62NO2S2Tc
Source: the OMol25 dataset
Level of theory: ωB97M-V with the def2-TZVPD basis set

For the frontier orbital gap (spin up / spin down), the calculation gives 5.552 / 4.584 eV. As for the spin multiplicity: 4. The value obtained for the total energy is -3290.70042 a.u. The net charge is +3. The LUMO energy (spin up / spin down) is -9.41 / -10.38 eV. The calculation puts the largest force on an atom at 0.54 eV/A.

The geometry in XYZ format:
```
125
Properties=species:S:1:pos:R:3:forces:R:3
Tc 0.22080 0.19882 -0.06165 0.2 0.0 0.0
C 1.31868 2.12465 0.36987 0.1 0.0 0.1
C 2.31323 1.08119 0.50170 0.0 -0.1 -0.1
C 1.91821 0.28005 1.64447 0.1 -0.2 0.0
C 0.67553 0.82505 2.09353 -0.2 0.1 0.1
C 0.38814 2.05355 1.43769 0.0 0.1 0.0
C -0.45309 3.19191 1.96990 0.2 0.0 0.0
C -1.39935 3.74902 0.91579 0.0 0.0 0.0
C 0.61669 4.26561 2.29936 0.0 0.1 0.0
C -1.16596 2.83408 3.27128 0.0 0.0 0.0
C 2.66417 -0.71608 2.54928 -0.1 0.1 0.0
C 1.72515 -1.34996 3.58907 0.0 -0.1 0.1
C 3.61212 0.17590 3.38847 0.0 0.0 0.0
C 3.44257 -1.83590 1.85491 0.0 0.0 -0.1
C 3.53242 1.01416 -0.42169 0.0 0.1 0.2
C 3.49219 -0.25574 -1.28116 0.0 0.1 -0.1
C 3.54030 2.26589 -1.30258 0.1 -0.1 -0.2
C 4.85881 1.06206 0.35289 0.0 0.0 0.1
H 1.36547 2.93867 -0.33597 0.0 0.0 0.0
H 0.11359 0.45528 2.93686 -0.1 0.0 -0.1
H -0.86425 3.96589 -0.01001 0.0 0.0 0.0
H -1.82856 4.68585 1.27114 0.0 0.0 0.0
H -2.21759 3.06073 0.71215 0.0 0.0 0.0
H 1.11155 4.63942 1.40211 0.0 0.0 0.0
H 1.37507 3.89191 2.98894 0.0 0.0 0.0
H 0.11866 5.10577 2.78171 0.0 0.0 0.0
H -1.88729 2.03027 3.15702 0.0 0.0 0.0
H -1.70056 3.71666 3.62121 0.0 0.0 0.0
H -0.45032 2.57192 4.05344 0.0 0.0 0.0
H 1.25850 -0.60840 4.23652 0.0 0.0 0.0
H 2.32902 -1.98540 4.23478 0.0 0.0 0.0
H 0.94917 -1.98288 3.16751 0.1 0.0 0.0
H 3.04299 0.88017 3.99645 0.0 0.0 0.0
H 4.32755 0.73246 2.79996 0.1 0.0 -0.1
H 4.16652 -0.47074 4.06890 0.0 0.0 0.0
H 2.82391 -2.40410 1.15967 0.0 0.0 0.0
H 3.79762 -2.52922 2.61616 0.0 0.0 0.0
H 4.32123 -1.48134 1.32604 0.0 0.0 0.0
H 2.57170 -0.31720 -1.86135 0.0 0.0 0.0
H 3.56944 -1.16358 -0.69316 0.0 -0.1 0.1
H 4.32264 -0.24586 -1.98849 0.0 0.0 0.0
H 2.61959 2.38883 -1.86296 -0.1 0.0 -0.2
H 4.36389 2.19875 -2.01330 0.0 0.0 0.0
H 3.69528 3.17088 -0.71422 0.0 0.0 0.1
H 5.07907 0.14769 0.89104 0.0 0.0 0.0
H 4.89299 1.90118 1.04797 0.0 0.0 0.0
H 5.66114 1.20987 -0.37021 0.0 0.0 0.0
C 2.13110 -0.11123 -8.03996 0.0 0.0 0.1
C 1.60049 0.01688 -6.64374 0.1 0.0 -0.1
C 2.41439 0.45497 -5.60181 0.0 0.0 0.1
C 1.92228 0.59461 -4.31348 -0.2 -0.1 -0.2
C 0.59328 0.27684 -4.07129 -0.1 0.1 -0.1
C -0.25402 -0.16655 -5.09133 0.2 0.0 -0.1
C 0.26721 -0.29129 -6.36360 -0.1 0.0 0.0
S -0.24953 0.43682 -2.52361 0.0 -0.3 0.1
O -1.26911 -0.63527 -2.48878 0.0 0.1 0.1
C -0.95545 2.05258 -2.48508 0.0 0.1 -0.3
C -0.07048 3.11002 -2.83864 -0.1 -0.1 0.1
C -0.51970 4.38920 -2.81531 -0.1 0.1 0.0
C -1.83786 4.68900 -2.37550 0.1 -0.1 0.0
C -2.28141 6.02497 -2.28462 0.0 0.0 0.0
C -3.53394 6.30446 -1.81699 -0.1 0.0 0.0
C -4.39194 5.25736 -1.42037 0.0 0.1 0.0
C -3.99800 3.95392 -1.52643 0.1 0.0 -0.1
C -2.70655 3.62881 -2.01729 -0.2 0.0 0.0
C -2.27162 2.26376 -2.14783 -0.1 0.0 0.1
C -3.35025 1.22867 -2.05305 0.0 0.0 -0.1
C -4.33241 1.26352 -3.09172 0.1 0.1 -0.1
C -4.14669 2.02371 -4.28198 0.0 -0.1 0.2
C -5.09996 2.03150 -5.25440 -0.1 0.0 0.0
C -6.30344 1.30339 -5.09434 0.1 0.1 -0.1
C -6.50999 0.56589 -3.96878 0.0 0.0 0.1
C -5.52818 0.52167 -2.94789 -0.1 -0.1 0.0
C -5.73512 -0.24596 -1.77666 0.0 0.0 0.0
C -4.76209 -0.35677 -0.83613 0.1 0.1 -0.1
C -3.54949 0.36513 -1.00294 -0.2 0.0 0.0
S -2.33538 0.03648 0.24668 0.1 0.2 0.5
O -2.59694 0.76407 1.50263 0.0 -0.2 -0.3
C -2.65243 -1.69018 0.52048 0.0 0.0 0.2
C -2.70984 -2.61713 -0.51646 0.0 0.0 0.0
C -3.04291 -3.92167 -0.20903 0.0 0.0 0.0
C -3.32530 -4.31709 1.10352 0.0 -0.1 0.0
C -3.68641 -5.74070 1.41379 0.0 0.0 0.0
C -3.26977 -3.36020 2.11263 0.0 0.1 0.0
C -2.93680 -2.04047 1.83387 0.0 -0.1 -0.1
H 3.21525 -0.03426 -8.06478 0.0 0.0 0.0
H 1.72153 0.67961 -8.67062 0.0 0.0 0.0
H 1.83787 -1.06309 -8.48104 0.0 0.0 0.0
H 3.45172 0.68901 -5.80083 0.0 0.0 0.0
H 2.57498 0.93210 -3.53688 0.2 0.2 0.3
H -1.28615 -0.41703 -4.89172 0.0 0.0 0.0
H -0.37554 -0.63964 -7.16192 0.0 0.0 0.0
H 0.92022 2.89265 -3.20995 0.1 -0.1 0.0
H 0.12465 5.19783 -3.13596 0.0 0.0 0.0
H -1.61654 6.82441 -2.58310 0.0 0.0 0.0
H -3.86971 7.32942 -1.74362 0.0 0.0 0.0
H -5.37405 5.49030 -1.03296 0.0 0.0 0.0
H -4.67420 3.17128 -1.21497 0.0 -0.1 0.0
H -3.24129 2.59789 -4.42417 0.0 0.0 0.0
H -4.94182 2.60521 -6.15742 0.0 0.0 0.0
H -7.05474 1.33333 -5.87092 0.0 0.0 0.0
H -7.42395 0.00247 -3.83709 0.0 0.0 0.0
H -6.67470 -0.76611 -1.64332 0.0 0.0 0.0
H -4.92410 -0.97179 0.03623 0.0 0.0 0.0
H -2.53943 -2.31911 -1.54127 0.0 0.0 0.0
H -3.12005 -4.64787 -1.00867 0.0 0.0 0.0
H -4.12378 -6.23798 0.55036 0.0 0.0 0.0
H -4.39235 -5.79842 2.24009 0.0 0.0 0.0
H -2.79857 -6.30621 1.70670 0.0 0.0 0.0
H -3.52376 -3.63903 3.12745 0.0 0.0 0.0
H -2.94312 -1.28873 2.61125 0.0 0.0 0.0
C 0.97196 -6.17436 -0.31256 0.0 0.1 0.0
C 0.79890 -4.69105 -0.26830 0.0 -0.1 0.0
C 0.35464 -4.03546 0.87734 -0.1 0.0 0.0
C 0.19237 -2.67206 0.86528 -0.1 0.0 -0.1
N 0.45441 -1.91424 -0.21679 0.1 0.0 0.0
C 0.87982 -2.54064 -1.33593 0.1 0.0 0.1
C 1.05735 -3.90011 -1.39010 0.0 0.0 -0.1
H 0.90010 -6.61910 0.67677 0.0 0.0 0.0
H 1.93368 -6.43805 -0.75164 0.0 0.0 0.0
H 0.19904 -6.61444 -0.94624 0.0 0.0 0.0
H 0.12662 -4.58435 1.78027 0.0 0.0 0.0
H -0.18277 -2.15411 1.73292 -0.1 0.0 0.0
H 1.09003 -1.92884 -2.20106 0.0 0.0 0.0
H 1.40578 -4.34482 -2.31250 0.0 0.0 0.0
```
Forces are in eV/Å.